DFT (the ωB97M-V functional and the def2-TZVPD basis) results for a cluster of 3 separate species, C27H40NO8P in total in a non-equilibrium geometry.

Highest occupied orbital energy in eV: -8.352
Frontier orbital gap in hartree: 0.26213
F_max in Eh/bohr: 0.046

```
! RIJCOSX wB97M-V def2-TZVPD def2/J DEFGRID3
* xyz 0 1
N 3.59590 4.36045 1.05379
P 2.13790 3.82122 1.28115
C 1.94959 2.03897 0.83141
C 0.90700 1.51543 0.16657
C -0.24799 2.37540 -0.30763
C -1.64057 1.75212 -0.12660
O -2.39478 2.27890 0.67481
C -2.14009 0.56456 -0.90079
C -1.88263 0.50827 -2.24576
C -2.28898 -0.57551 -2.98799
C -2.95200 -1.57846 -2.32392
C -3.22879 -1.51126 -0.98465
C -2.82565 -0.43147 -0.24595
C 0.97392 0.03048 -0.11703
O 0.46403 -0.47537 -1.09818
C 1.72858 -0.87847 0.81490
C 1.31911 -2.33089 0.96388
C -0.20987 -2.57086 0.83508
O -0.61040 -3.06452 -0.44134
C -0.19875 -4.32385 -0.68349
O -0.24507 -5.24609 0.09260
C 2.77260 -0.35518 1.46760
C 3.70900 -1.07461 2.40779
C 5.04858 -1.44177 1.67539
C 4.88593 -1.91868 0.21617
C 5.19773 -0.86686 -0.84110
O 6.58385 -0.91141 -1.20142
C 3.08241 1.11863 1.25698
O 4.21283 1.50148 1.46974
H 4.00708 4.67315 1.92477
H 1.80632 3.88800 2.65742
H 1.26163 4.57951 0.47811
H -0.08773 2.58187 -1.37243
H -0.29053 3.34528 0.17427
H -1.35179 1.32381 -2.72703
H -2.06479 -0.62175 -4.04621
H -3.25331 -2.45218 -2.89536
H -3.74856 -2.33250 -0.50874
H -3.03586 -0.35661 0.81456
H 1.88614 -3.00147 0.31012
H 1.57410 -2.64634 1.97890
H -0.76262 -1.66753 1.09720
H -0.47716 -3.30937 1.60016
H 0.23993 -4.48915 -1.68321
H 3.25876 -1.93653 2.89717
H 4.00214 -0.36106 3.18590
H 5.77927 -0.63737 1.76452
H 5.47415 -2.28914 2.22874
H 5.61559 -2.72481 0.06710
H 3.90959 -2.35596 0.00544
H 4.95914 0.15948 -0.53915
H 4.59917 -1.08662 -1.74080
H 6.71092 -0.22660 -1.86373
C -5.32909 -4.05777 3.20859
C -4.41297 -4.14519 1.99786
C -3.42961 -5.29837 2.12842
O -3.69586 -2.91881 1.84619
H -4.74888 -3.88243 4.11893
H -6.02230 -3.22199 3.10452
H -5.90566 -4.97524 3.33561
H -5.01164 -4.27407 1.09442
H -2.78926 -5.16179 3.00464
H -2.77358 -5.34431 1.25789
H -3.94954 -6.25291 2.22392
H -3.16113 -2.79056 2.63678
C -2.35659 5.80924 -3.72019
C -1.55088 5.68924 -2.43670
C -0.60591 6.86811 -2.26361
O -0.80198 4.47004 -2.45049
H -1.69522 5.82028 -4.59127
H -3.02321 4.95349 -3.83459
H -2.95535 6.72096 -3.72730
H -2.22777 5.63312 -1.58308
H 0.11095 6.91283 -3.08820
H -0.02855 6.76534 -1.34348
H -1.15302 7.81103 -2.22774
H -0.19796 4.50300 -3.20089
*
```


DFT (the ωB97M-V functional and the def2-TZVPD basis) results for a structure of composition C27H41AgAsN3O4S2Si3.

Energy above the lowest of the compared OMol25 structures with the same formula, charge and spin in kcal per mole: 6.6
Highest occupied orbital energy in eV: -1.770
Frontier orbital gap in hartree: 0.21533
F_max in Eh/bohr: 0.014

```
! RIJCOSX wB97M-V def2-TZVPD def2/J DEFGRID3
* xyz -2 1
Ag -0.12566 -0.01546 0.76169
O 4.06361 -0.10773 0.41997
C 3.13555 0.33409 1.09565
O 2.13381 0.99967 0.63489
C 3.22404 0.23215 2.60959
C 4.50926 0.45530 3.10788
C 4.78660 0.50584 4.46221
C 3.73972 0.30617 5.35510
C 2.46908 0.05381 4.88014
C 2.15884 -0.00078 3.50589
S 0.49741 -0.44956 3.14416
H 5.29905 0.59092 2.38018
H 5.79471 0.69332 4.81322
H 3.91453 0.34033 6.42582
H 1.65694 -0.12199 5.57576
C -2.76254 2.45165 5.88609
C -2.88013 1.65388 4.61604
C -2.95724 0.26732 4.64645
C -2.98130 -0.47248 3.47354
C -2.95345 0.19122 2.26038
C -2.89139 1.57381 2.20102
C -2.85466 2.29662 3.38036
S -2.86214 -0.75491 0.74062
C -4.63024 -1.05363 0.57136
O -2.53502 0.23217 -0.34478
H -2.90502 1.81944 6.76267
H -3.49952 3.25683 5.92103
H -1.77268 2.90638 5.95958
H -2.94278 -0.24719 5.60012
H -2.97152 -1.55531 3.50274
H -2.81938 2.05389 1.23216
H -2.76822 3.37752 3.34274
H -5.13019 -0.08664 0.51571
H -4.97050 -1.63740 1.42410
H -4.76468 -1.62593 -0.34323
C 0.66081 6.22406 -0.15468
Si -0.12028 4.76353 0.73681
C -1.91790 5.25299 1.04440
C 0.71597 4.60718 2.41211
As -0.00120 2.66126 -0.24702
Si 2.29736 2.50702 -0.99633
C 2.41183 3.90940 -2.33223
C 3.67228 3.13759 0.13831
C 2.53200 1.02861 -2.13102
Si -1.33452 3.01854 -2.15526
C -1.14908 4.62079 -3.14761
C -3.14898 3.05927 -1.65317
C -1.05597 1.57306 -3.31086
H 0.36899 7.14579 0.35920
H 0.34480 6.29039 -1.19610
H 1.74863 6.15231 -0.14473
H -1.95218 6.02135 1.82271
H -2.52069 4.40664 1.37487
H -2.38375 5.65982 0.14420
H 0.42844 5.42632 3.07844
H 1.80212 4.61520 2.30710
H 0.44824 3.65867 2.88379
H 2.58681 4.89645 -1.89830
H 1.53362 3.97790 -2.97330
H 3.26770 3.67993 -2.97921
H 4.15003 4.02947 -0.27299
H 4.42078 2.35268 0.25418
H 3.29073 3.36198 1.13496
H 2.30198 1.28988 -3.16730
H 1.92021 0.18168 -1.82143
H 3.57069 0.69977 -2.05685
H -1.47273 5.48157 -2.55729
H -1.81333 4.54526 -4.01484
H -0.14258 4.82097 -3.50890
H -3.32033 3.69702 -0.78538
H -3.48909 2.05670 -1.40159
H -3.74316 3.45282 -2.48410
H -0.11392 1.67094 -3.85400
H -1.87354 1.50214 -4.03430
H -1.02284 0.64287 -2.73993
O -0.35926 -2.02190 -0.62691
N 0.14391 -3.17572 -0.61318
C -0.68299 -4.20744 -0.41518
C -0.11498 -5.51827 -0.45393
N 0.30763 -6.59106 -0.50071
C -2.09757 -4.11157 -0.23869
N -3.24247 -4.09072 -0.09021
*
```


DFT (the ωB97M-V functional and the def2-TZVPD basis) results for a structure of composition C27H41AuN4O2Si4.

Energy above the lowest of the compared OMol25 structures with the same formula, charge and spin in kcal per mole: 0.1
Highest occupied orbital energy in eV: -7.453
Frontier orbital gap in hartree: 0.24968
F_max in Eh/bohr: 0.013

```
! RIJCOSX wB97M-V def2-TZVPD def2/J DEFGRID3
* xyz 0 1
Au 0.25238 -0.95116 1.36186
N -1.66754 -1.98759 1.24312
C -2.84287 -1.17022 0.90840
C -2.72324 -0.31958 -0.34301
O -3.59306 0.46420 -0.63008
O -1.67795 -0.58197 -1.08779
H -1.56898 -2.75741 0.58864
H -1.81240 -2.38297 2.16622
H -3.04652 -0.50307 1.74572
H -3.73657 -1.78518 0.75918
N 6.73319 0.32009 9.13355
C 5.97207 0.30271 8.27314
C 5.02207 0.27915 7.19523
C 4.11152 1.32163 7.04437
C 3.20052 1.29193 6.00478
C 3.18531 0.23165 5.09910
C 4.11330 -0.79947 5.25434
C 5.02078 -0.78504 6.29640
C 2.21614 0.19335 3.97066
C 0.86514 0.30171 4.28592
C 0.25333 0.33449 5.58385
C -1.08782 0.52947 5.38210
C -1.26079 0.59643 3.96986
N -0.12344 0.44230 3.32152
C 2.80307 0.10195 2.68196
C 4.14423 0.44842 2.38757
C 4.31195 0.35802 1.02017
C 3.08218 -0.07365 0.51169
N 2.17506 -0.20933 1.48005
H 4.12547 2.15124 7.73700
H 2.51394 2.11537 5.86885
H 4.10515 -1.62646 4.55763
H 5.73127 -1.59081 6.41805
H 0.74431 0.20726 6.53159
H -1.85641 0.62080 6.13096
H -2.18227 0.77710 3.43070
H 4.87675 0.77504 3.10427
H 5.20217 0.56394 0.45233
H 2.82057 -0.27637 -0.51072
C -4.34680 -1.67306 -3.49048
Si -3.57633 0.01787 -3.80125
C -4.80238 1.35229 -3.32354
C -3.28098 0.22070 -5.65333
Si -1.46805 -0.00229 -2.74786
Si -0.53685 2.13958 -2.63837
C -0.22958 2.59193 -4.44152
C 1.07407 2.25844 -1.69513
C -1.80665 3.29562 -1.88332
Si -0.23111 -1.88490 -3.44597
C -0.54370 -2.23788 -5.26765
C 1.62480 -1.75320 -3.20784
C -0.82071 -3.34130 -2.41341
H -5.34513 -1.71489 -3.92898
H -4.44822 -1.87799 -2.42357
H -3.75258 -2.47433 -3.93004
H -5.79261 1.05296 -3.67366
H -4.55281 2.30008 -3.80113
H -4.84816 1.51013 -2.24729
H -4.19733 -0.02222 -6.19405
H -2.48809 -0.41380 -6.04150
H -3.02748 1.25374 -5.89221
H 0.48759 1.90851 -4.89928
H 0.17111 3.60222 -4.53552
H -1.14979 2.54552 -5.02465
H 1.87340 1.70944 -2.19205
H 0.99199 1.87874 -0.67632
H 1.37177 3.30777 -1.64036
H -2.58068 3.55278 -2.60675
H -1.33155 4.21844 -1.54676
H -2.30286 2.83582 -1.02837
H -0.25670 -1.38669 -5.88675
H -1.59012 -2.46046 -5.47502
H 0.05133 -3.09383 -5.59027
H 2.03255 -0.81522 -3.58686
H 2.11032 -2.56941 -3.74709
H 1.89223 -1.83831 -2.15456
H -1.90665 -3.37753 -2.32041
H -0.38192 -3.26287 -1.41765
H -0.48735 -4.28037 -2.85843
*
```


DFT (the ωB97M-V functional and the def2-TZVPD basis) results for a structure of composition C27H41Br2Cl2F16MgN3O9PS in a non-equilibrium geometry.

Highest occupied orbital energy in eV: -9.239
Frontier orbital gap in hartree: 0.03563
F_max in Eh/bohr: 0.106

```
! RIJCOSX wB97M-V def2-TZVPD def2/J DEFGRID3
* xyz 1 1
C 5.72562 -1.21415 -0.37786
C 5.15155 -0.08723 -1.26768
C 3.61311 -0.03271 -1.49334
C 2.80809 -1.34144 -1.35444
C 3.31834 -2.23825 -2.54036
C 1.25387 -1.28599 -1.13468
C 0.60457 -2.43078 -1.99221
C -0.95690 -2.59773 -1.81285
C -1.36152 -3.91327 -1.05383
F -0.44975 -4.33264 -0.16178
Br -3.16993 -3.64248 -0.30758
C -1.50005 -5.06428 -2.12049
F -0.36841 -5.25981 -2.77298
F -2.51752 -4.80836 -2.94738
Br -2.06002 -6.68822 -1.15006
C 0.48083 -0.00009 -1.49546
N -0.34762 0.74848 -0.49643
P -2.00870 0.86084 -1.19488
C -3.37197 1.78029 -0.42664
C -2.33907 0.81633 -2.98586
S 0.21248 2.45753 -0.63745
O -0.61556 3.37288 0.13070
O 1.57307 2.64911 -0.18804
C 0.04896 3.29373 -2.30374
F -1.18177 3.77558 -2.41180
F 0.25676 2.60636 -3.50269
C 0.99046 4.54448 -2.44185
F 0.68844 5.03256 -3.62753
F 2.24768 4.15589 -2.54918
C 0.81706 5.69018 -1.42828
F 1.30134 5.45759 -0.23472
F 1.53371 6.68841 -1.90073
F -0.39068 6.15263 -1.29340
C -0.18347 0.19028 0.95861
C -0.23047 1.22641 2.10777
C -1.59402 1.78375 2.55106
O -2.33431 1.25610 3.31115
C -1.28775 -0.86040 1.28147
C -1.21700 -1.52003 2.68582
C -0.55255 -2.94715 2.74076
Cl -1.75046 -4.26905 2.79959
C 1.22099 -0.48864 1.02520
C 1.94901 -0.87557 2.31803
F 2.67478 -1.98037 2.03073
F 1.37869 -1.14589 3.47187
C 3.08360 0.16035 2.68606
F 4.02917 0.22105 1.79445
F 2.60760 1.33042 3.04491
F 3.65654 -0.33289 3.77450
O 1.04138 -1.66459 0.22156
H 5.05627 -1.59763 0.40057
H 6.08609 -2.05928 -0.97401
H 6.60100 -0.81092 0.15406
H 5.62943 -0.17796 -2.25688
H 5.47435 0.89826 -0.90274
H 3.23162 0.83652 -0.92038
H 3.47688 0.29969 -2.55038
H 3.21672 -1.87846 -0.48361
H 3.15924 -3.30506 -2.33507
H 4.39545 -2.13007 -2.70312
H 2.84177 -1.95649 -3.49474
H 1.03083 -3.41591 -1.80533
H 0.73292 -2.08811 -3.03244
H -1.50270 -1.71931 -1.45563
H -1.38412 -2.78534 -2.81569
H 1.25279 0.70389 -1.87918
H -0.07147 -0.22124 -2.41834
H -3.16128 2.68301 0.16065
H -3.99240 1.10170 0.22164
H -4.06739 2.09858 -1.22449
H -3.11423 0.05783 -3.18893
H -2.79211 1.77075 -3.30421
H -1.53325 0.62163 -3.70344
H 0.43160 2.10297 2.00251
H 0.12952 0.80704 3.06076
H -1.89855 2.79055 2.19371
H -2.31638 -0.41841 1.28678
H -1.33281 -1.66460 0.55019
H -0.85720 -0.88114 3.49844
H -2.24891 -1.75344 3.00028
H -0.05730 -2.96881 3.72399
H 0.25147 -3.08325 2.01350
H 1.94068 0.22429 0.56733
F -4.25185 -0.82475 1.47984
N -4.23829 3.84984 2.71633
H -5.12301 3.46021 2.38209
H -4.40888 4.42213 3.54538
H -3.59330 3.08039 2.95454
H -3.82286 4.42799 1.98401
C -2.27700 -5.97806 7.04348
N -2.26586 -4.99099 5.93199
O -3.31723 -4.77730 5.35885
O -1.22091 -4.46953 5.67236
H -3.28460 -6.36027 7.15730
H -1.58766 -6.77440 6.77887
H -1.95462 -5.46048 7.94180
C -0.38569 7.64476 -5.87318
O 0.58901 7.42488 -5.10224
O -1.04760 6.49120 -6.26409
O -0.80436 8.71710 -6.30149
H -0.46850 5.88643 -5.76143
Mg 1.63401 1.18055 -4.45913
Cl -5.25754 -4.26014 4.10086
*
```


DFT (the ωB97M-V functional and the def2-TZVPD basis) results for a structure of composition C27H41GaI2N2O15P.

Highest occupied orbital energy in eV: -4.196
Frontier orbital gap in hartree: 0.22689
F_max in Eh/bohr: 0.013

```
! RIJCOSX wB97M-V def2-TZVPD def2/J DEFGRID3
* xyz -1 1
C 2.09091 -2.90760 5.01078
C 2.10634 -1.39015 4.73893
I 1.53186 -0.38506 6.56428
C 1.22704 -0.90860 3.60464
I 1.88857 -1.98460 1.83451
Ga 1.27307 1.07777 3.00120
C -0.18797 1.44038 1.62403
C -1.16127 0.28054 1.31710
C -2.40940 0.35976 2.16733
N -2.68944 -0.76351 2.96125
O -3.16714 1.31142 2.13947
C 3.08517 1.39700 2.15061
C 4.29501 0.94990 2.69950
C 5.50046 1.17284 2.05086
N 5.61243 1.82024 0.89320
C 4.47475 2.27103 0.36835
C 3.22406 2.08837 0.94664
P 0.99516 2.73513 4.69654
O -0.50648 2.33378 5.37504
O 0.48713 3.92450 3.63151
H 2.15828 -3.12816 6.07554
H 2.95195 -3.37187 4.52587
H 1.17687 -3.35237 4.60850
H 3.13410 -1.08265 4.55249
H 0.20402 -1.25913 3.77344
H 0.28445 1.76594 0.69350
H -0.79489 2.28282 1.96716
H -1.52785 0.35091 0.28249
H -0.71337 -0.70840 1.41503
H -3.58337 -0.62955 3.42036
H -1.96687 -0.96116 3.64295
H 4.31254 0.42231 3.64890
H 6.42676 0.80515 2.48979
H 4.55714 2.80685 -0.57441
H 2.35423 2.48757 0.43351
H -0.38816 2.39604 6.32735
H 0.45284 4.76245 4.10346
C 6.29281 -5.21387 0.89329
C 4.89951 -5.76064 0.72294
C 4.71144 -6.72832 -0.42916
O 3.35022 -6.50158 -0.80180
C 3.01633 -5.23806 -0.42218
O 2.01562 -4.68587 -0.73620
O 3.98692 -4.71445 0.35687
H 7.00022 -6.03066 1.04426
H 6.58526 -4.64537 0.01016
H 6.34291 -4.54741 1.75271
H 4.53690 -6.19858 1.65758
H 4.84959 -7.77159 -0.15697
H 5.35565 -6.47810 -1.27640
C -0.66271 -3.08826 -2.18814
C -0.87882 -1.60392 -2.06157
C -1.55332 -0.93048 -3.24074
O -0.98361 0.38768 -3.20157
C 0.22650 0.30552 -2.59088
O 1.02403 1.18723 -2.57192
O 0.38231 -0.90822 -2.03162
H -1.62003 -3.59030 -2.33749
H -0.01084 -3.30458 -3.03543
H -0.18886 -3.48977 -1.29434
H -1.39966 -1.36688 -1.12998
H -2.63467 -0.86604 -3.16072
H -1.28899 -1.39467 -4.19295
C -4.86075 3.32286 0.46437
C -5.58651 4.51379 1.02015
C -5.80989 4.48086 2.51848
O -7.03039 5.22619 2.66620
C -7.71742 5.13711 1.50516
O -8.84352 5.49547 1.35890
O -6.95150 4.58670 0.54219
H -3.89203 3.21218 0.94897
H -5.43198 2.41190 0.64133
H -4.70604 3.42444 -0.60993
H -5.09592 5.44637 0.72711
H -5.01846 4.95286 3.09294
H -5.97084 3.46384 2.88115
C -1.14970 2.39859 -8.68645
C -2.11080 1.75037 -7.72557
C -1.67153 1.73111 -6.27391
O -2.29172 0.53638 -5.78915
C -2.47154 -0.30323 -6.83019
O -2.78168 -1.44660 -6.73307
O -2.23800 0.34003 -7.99841
H -0.96586 3.43151 -8.38941
H -0.20291 1.85821 -8.69514
H -1.55120 2.39570 -9.69888
H -3.10883 2.18858 -7.81638
H -2.01537 2.58223 -5.69355
H -0.58930 1.62986 -6.16635
*
```